Record 1
C5H11NO | ωB97M-V/def2-TZVPD

```
18
Properties=species:S:1:pos:R:3
C 2.60 -1.91 1.30
C 2.08 -1.36 0.22
C 0.60 -1.04 0.08
C 0.30 -0.04 -1.00
C -0.64 0.88 -0.87
N -1.33 1.51 -1.92
H 3.66 -2.06 1.42
H 1.98 -2.13 2.15
H 2.67 -1.13 -0.66
H 0.10 -1.97 -0.23
H 0.16 -0.84 1.06
H 0.91 -0.08 -1.89
H -1.15 1.03 0.08
H -1.39 2.51 -1.82
H -1.07 1.32 -2.87
O -3.29 2.11 1.48
H -2.99 1.97 2.39
H -3.19 1.23 1.07
```

Summary:
Maximum force (eV/A): 1.17
HOMO level (eV): -8.3
Orbital gap (eV): 9.13
SMILES string: C=CC/C=C/N.O
Molecular weight (g/mol): 101.149
LUMO (eV): 0.85
ΔE to the lowest compared entry with this formula, charge and spin (eV): 2.267
Total energy (eV): -8899.43080

***

Record 2
C5H11NO | ωB97M-V/def2-TZVPD

```
18
Properties=species:S:1:pos:R:3
H -1.41 -2.19 -1.13
N -1.68 -1.49 -0.44
C -1.17 -0.30 -0.79
C -1.81 0.92 -0.21
H -0.73 -0.17 -1.79
H -2.04 0.77 0.84
H -2.75 1.10 -0.75
H -1.18 1.80 -0.35
C 0.72 -1.45 0.41
C 1.23 -0.22 0.11
C 1.30 0.91 1.09
O 2.06 -0.14 -1.00
H 0.29 -1.64 1.39
H 0.99 -2.32 -0.18
H 0.56 0.80 1.89
H 2.29 0.98 1.54
H 1.09 1.87 0.59
H 2.24 0.79 -1.20
```

Summary:
Maximum force (eV/A): 5.82
HOMO level (eV): -7.8
Orbital gap (eV): 8.51
SMILES string: [H]/N=C/C.C=C(C)O
Molecular weight (g/mol): 101.149
LUMO (eV): 0.75
ΔE to the lowest compared entry with this formula, charge and spin (eV): 3.375
Total energy (eV): -8898.32206

***

Record 3
C5H11NO | ωB97M-V/def2-TZVPD

```
18
Properties=species:S:1:pos:R:3
C -2.39 -1.09 -1.14
N -0.99 -0.80 -0.93
C -0.54 -0.18 0.20
O -1.28 0.15 1.12
C 0.96 0.12 0.22
C 1.17 1.56 -0.26
C 1.51 -0.08 1.63
H -2.54 -2.17 -1.32
H -2.79 -0.53 -1.99
H -2.92 -0.80 -0.24
H -0.32 -1.04 -1.64
H 1.47 -0.56 -0.47
H 0.64 2.26 0.40
H 0.80 1.71 -1.28
H 2.24 1.82 -0.25
H 2.58 0.19 1.67
H 0.97 0.55 2.34
H 1.41 -1.12 1.95
```

Summary:
Maximum force (eV/A): 0.39
HOMO level (eV): -9.6
Orbital gap (eV): 10.53
SMILES string: CNC(=O)C(C)C
Molecular weight (g/mol): 101.149
LUMO (eV): 0.89
ΔE to the lowest compared entry with this formula, charge and spin (eV): 0.077
Total energy (eV): -8901.62035

***

Record 4
C5H11NO | ωB97M-V/def2-TZVPD

```
18
Properties=species:S:1:pos:R:3
C 2.04 -1.91 -0.94
C 0.89 -1.41 -0.47
C 0.68 -0.69 0.80
C -0.40 0.35 0.84
C 1.64 -0.57 1.76
N 1.71 0.43 2.71
H 2.98 -1.82 -0.42
H 2.05 -2.39 -1.91
H -0.02 -1.33 -1.06
H 0.00 1.28 0.39
H -0.84 0.47 1.84
H -1.25 0.22 0.15
H 2.59 -1.09 1.66
H 0.95 1.09 2.71
H 1.97 0.16 3.64
O -4.77 2.74 -3.89
H -4.65 1.91 -4.38
H -5.58 2.57 -3.43
```

Summary:
Maximum force (eV/A): 1.39
HOMO level (eV): -7.6
Orbital gap (eV): 8.51
SMILES string: C=C/C(C)=C/N.O
Molecular weight (g/mol): 101.149
LUMO (eV): 0.88
ΔE to the lowest compared entry with this formula, charge and spin (eV): 2.244
Total energy (eV): -8899.45306

***

Record 5
C5H11NO | ωB97M-V/def2-TZVPD

```
18
Properties=species:S:1:pos:R:3
C -0.43 -1.64 -1.95
C -0.84 -1.09 -0.77
C -0.17 -1.23 0.56
N -0.54 -0.05 1.34
C -0.77 1.15 0.77
C -1.36 2.28 1.28
H -0.81 -1.02 -2.80
H 0.28 -2.40 -1.84
H -1.86 -0.61 -0.68
H -0.41 -2.14 1.15
H 0.88 -1.34 0.43
H -1.09 0.04 2.16
H -0.30 1.29 -0.29
H -2.21 2.43 2.00
H -0.88 3.18 0.73
O 3.17 0.46 -1.06
H 3.50 0.92 -0.25
H 2.68 -0.40 -0.80
```

Summary:
Maximum force (eV/A): 4.64
HOMO level (eV): -7.7
Orbital gap (eV): 8.42
SMILES string: C=CCNC=C.O
Molecular weight (g/mol): 101.149
LUMO (eV): 0.70
ΔE to the lowest compared entry with this formula, charge and spin (eV): 4.430
Total energy (eV): -8897.26733

***

Record 6
C5H11NO | ωB97M-V/def2-TZVPD

```
18
Properties=species:S:1:pos:R:3
C -0.45 2.12 -0.95
N 0.42 1.05 -1.42
C 0.18 -0.25 -1.02
O -0.01 -1.13 -1.82
C 0.27 -0.50 0.50
C -1.18 -0.75 1.07
C 1.31 -1.53 0.84
H -1.47 2.00 -1.34
H -0.08 3.08 -1.29
H -0.60 2.16 0.13
H 0.65 1.15 -2.39
H 0.52 0.48 0.91
H -1.43 0.03 1.77
H -1.83 -1.00 0.24
H -1.08 -1.61 1.74
H 1.19 -1.66 1.92
H 2.33 -1.14 0.77
H 1.27 -2.49 0.33
```

Summary:
Maximum force (eV/A): 2.44
HOMO level (eV): -9.4
Orbital gap (eV): 10.33
SMILES string: CNC(=O)C(C)C
Molecular weight (g/mol): 101.149
LUMO (eV): 0.94
ΔE to the lowest compared entry with this formula, charge and spin (eV): 0.973
Total energy (eV): -8900.72456

***

Record 7
C5H11NO | ωB97M-V/def2-TZVPD

```
18
Properties=species:S:1:pos:R:3
C -0.30 0.34 0.51
C -0.79 -0.40 -0.61
C -2.63 -0.42 -0.11
C 2.51 -0.67 0.61
C 1.56 0.23 -0.12
O -0.60 1.66 0.68
N 2.01 1.06 -0.94
H -0.67 2.09 -0.18
H -0.35 -0.16 1.48
H 1.29 1.64 -1.38
H -0.80 0.10 -1.57
H -0.53 -1.45 -0.63
H -3.01 0.59 -0.27
H -2.82 -0.75 0.91
H -3.09 -1.14 -0.79
H 2.36 -1.70 0.29
H 3.55 -0.40 0.40
H 2.31 -0.63 1.69
```

Summary:
Maximum force (eV/A): 6.52
HOMO level (eV): -7.9
Orbital gap (eV): 8.75
Molecular weight (g/mol): 101.149
LUMO (eV): 0.83
ΔE to the lowest compared entry with this formula, charge and spin (eV): 3.841
Total energy (eV): -8897.85587

***

Record 8
C5H11NO | ωB97M-V/def2-TZVPD

```
18
Properties=species:S:1:pos:R:3
C -2.16 0.99 -0.09
N -0.96 0.94 -1.03
C -0.26 -0.22 -1.05
C 1.17 -0.31 -1.58
O -0.72 -1.18 -0.46
H -2.53 0.00 0.13
H -1.59 1.22 0.94
H -3.01 1.69 -0.52
H -0.61 1.77 -1.83
H 1.36 0.55 -2.35
H 1.35 -1.10 -2.32
H 2.06 -0.37 -0.93
C 1.00 -0.03 2.03
C 0.90 -1.35 1.67
H 1.79 0.22 2.68
H 0.21 0.91 1.95
H 1.82 -2.04 1.81
H 0.17 -1.69 0.94
```

Summary:
Maximum force (eV/A): 5.14
HOMO level (eV): -9.4
Orbital gap (eV): 10.19
SMILES string: CNC(C)=O.C=C
Molecular weight (g/mol): 101.149
LUMO (eV): 0.79
ΔE to the lowest compared entry with this formula, charge and spin (eV): 4.003
Total energy (eV): -8897.69449